{"formula": "C6H9N", "method": "the ωB97M-V functional and the def2-TZVPD basis", "elements": ["C", "N", "H", "H", "C", "C", "C", "H", "C", "H", "H", "H", "H", "C", "H", "H"], "positions_angstrom": [[0.693, -2.309, 1.116], [-0.091, 0.301, 0.849], [0.757, -3.164, 0.412], [0.635, 3.019, -0.328], [-0.228, -1.098, -0.882], [-0.369, 0.230, -1.360], [-0.004, -1.094, 0.468], [0.268, -2.730, 2.033], [-0.312, 1.068, -0.282], [-0.209, 0.786, 1.738], [-0.960, 3.068, 0.434], [-0.817, 2.867, -1.308], [-0.323, -2.027, -1.428], [-0.369, 2.576, -0.349], [1.746, -2.067, 1.308], [-0.412, 0.570, -2.384]], "mulliken_charge": [-1.06, -0.10, 0.29, 0.26, -0.26, -0.76, 0.16, 0.31, 0.46, 0.24, 0.35, 0.28, 0.34, -1.14, 0.25, 0.38], "smiles": "Cc1ccc(C)[nH]1", "energy_ha": -288.75551, "e_above_lowest_kcal_mol": 16.65, "homo_lumo_gap_ev": 8.8}